# 1
Computed, not measured: a 2-piece molecular cluster, C3H9NO2S overall, with wB97M-V/def2-TZVPD.

Summary:
* spin multiplicity: 2
* E_LUMO (spin up / spin down): 3.179 / 3.271 eV
* orbital gap (spin up / spin down): 0.1016 / 0.3382 Eh
* net charge: -1
* ⟨S²⟩: 0.75

```
16
Properties=species:S:1:pos:R:3:lowdin_charge:R:1
O 1.4790 -1.5345 2.3345 0.04
C 0.6099 -0.8319 1.9033 -0.29
C 0.0529 -0.8132 0.4765 -0.47
C 0.6167 0.3091 -0.3202 -0.64
S 0.5754 0.1571 -2.0920 0.56
N -1.4318 -0.8751 0.6813 0.05
H 0.0517 0.0256 2.5149 0.14
H 0.4378 -1.8310 0.0867 0.15
H 0.0895 1.2167 -0.0138 0.02
H 1.7119 0.4980 -0.0740 0.10
H -0.5790 0.6482 -2.5072 -0.19
H -1.8776 -1.5217 0.0734 0.04
H -1.8508 0.0191 0.4844 0.02
H -1.5270 2.9508 0.4868 -0.04
H -1.6084 3.1282 -0.9193 -0.05
O -1.6926 2.3464 -0.3077 -0.44
```

# 2
Computed, not measured: one molecule with the formula C4H7NOS, with wB97M-V/def2-TZVPD.

Summary:
* SMILES: C=CN(S)C(C)=O
* E_LUMO: 0.794 eV
* orbital gap: 0.3537 Eh

```
14
Properties=species:S:1:pos:R:3:lowdin_charge:R:1
C -1.9615 0.5644 -0.2166 0.00
C -1.1594 -0.7002 -0.0812 -0.55
C 0.9297 0.6259 -0.1315 -0.23
C 2.2382 0.7141 0.1347 -0.01
H -1.8086 1.1414 -1.1164 0.09
H -1.6268 1.1739 0.6624 0.10
H -2.9905 0.4435 -0.0609 0.06
H 0.7934 -2.4775 0.9632 -0.11
H 0.3344 1.5222 -0.1992 0.10
H 2.8499 1.6098 0.0892 0.06
H 2.7676 -0.1970 0.3065 0.00
N 0.2259 -0.5932 -0.2788 -0.43
O -1.6513 -1.7675 0.1996 0.04
S 1.0589 -2.0599 -0.2709 0.88
```

# 3
Computed, not measured: one molecule with the formula C2H3BrN2S, with wB97M-V/def2-TZVPD.

Summary:
* E_LUMO (spin up / spin down): -1.014 / -1.541 eV
* orbital gap (spin up / spin down): 0.2676 / 0.2383 Eh

```
9
Properties=species:S:1:pos:R:3:lowdin_charge:R:1
C 0.9322 -0.8030 -0.1967 -0.48
C 0.0048 1.3410 1.3551 -0.37
N -0.0343 -0.8542 -0.9704 -0.19
N -1.1033 -0.4890 -1.4027 -0.35
S 1.1836 0.2458 1.1513 0.98
Br -2.1872 -1.6880 -2.5498 0.38
H 1.7921 -1.2914 -0.4583 0.04
H -0.6094 1.9486 0.7013 0.03
H 0.0215 1.5901 2.3701 -0.03
```

# 4
Computed, not measured: a 2-piece molecular cluster, C5H13NO overall, with wB97M-V/def2-TZVPD.

Summary:
* SMILES: CCC(N)=O.CC
* E_LUMO: 0.834 eV
* orbital gap: 0.3939 Eh

```
20
Properties=species:S:1:pos:R:3:lowdin_charge:R:1
C 0.6025 -0.0363 2.3927 -0.13
C 0.1994 -1.4669 3.0098 -0.13
H 1.4148 0.4239 2.8780 0.04
H 0.7697 -0.2286 1.3012 0.05
H -0.2661 0.6100 2.3980 0.04
H -0.5212 -1.4090 3.8768 0.08
H -0.3485 -1.9908 2.3014 0.02
H 1.0336 -2.1107 3.0706 0.04
C 0.5628 0.3725 -1.7084 -0.15
C 0.4793 1.4269 -2.9367 -0.05
C -0.8538 -0.2383 -1.6146 -0.54
O -1.4473 -0.9055 -2.4449 0.04
N -1.5595 0.1481 -0.4828 0.16
H 1.1256 -0.5997 -1.8494 0.13
H 1.0555 0.8228 -0.8811 0.07
H -0.1808 2.3040 -2.5631 0.11
H 0.0057 0.7549 -3.6183 0.05
H -2.4291 -0.0766 -0.1788 0.05
H -1.0476 0.5043 0.3644 0.09
H 1.4052 1.6952 -3.3148 0.03
```

# 5
Computed, not measured: C29H28ClF3IIrN2O8P as an isolated structure, with wB97M-V/def2-TZVPD.

Summary:
* spin multiplicity: 2
* E_LUMO (spin up / spin down): -0.250 / -1.280 eV
* orbital gap (spin up / spin down): 0.2848 / 0.2530 Eh
* ⟨S²⟩: 0.76

```
74
Properties=species:S:1:pos:R:3:lowdin_charge:R:1
Ir -0.2841 0.0410 0.1787 1.51
O -0.9209 -1.2278 -3.9593 0.07
C -0.8779 -0.6180 -2.9038 -0.59
O -0.5621 -1.0956 -1.7665 -0.13
C -1.1898 0.8563 -2.8676 -0.17
C -1.5176 1.5544 -4.0170 0.02
C -1.7645 2.9094 -3.9192 -0.04
C -1.6742 3.5076 -2.6720 -0.04
C -1.3437 2.7312 -1.5762 -0.09
N -1.1127 1.4200 -1.6642 0.06
H -1.5623 1.0075 -4.9481 0.12
H -2.0197 3.4928 -4.7943 0.11
H -1.8498 4.5656 -2.5373 0.11
H -1.2547 3.1870 -0.6046 0.10
Cl -3.8954 5.0449 3.7364 0.70
C -2.7171 4.0872 2.8990 -0.61
C -1.4206 4.5057 2.8458 -0.17
C -0.4474 3.7509 2.1617 -0.64
I 1.5096 4.4412 2.1325 0.97
C -0.7731 2.5690 1.5392 -0.47
O 0.1216 1.8703 0.8873 -0.32
C -2.1297 2.1232 1.6075 -0.16
N -2.4138 0.9587 0.9678 0.07
C -3.6468 0.5201 0.9465 -0.08
C -4.6981 1.2124 1.5757 -0.02
C -4.4352 2.3765 2.2377 -0.01
C -3.1180 2.8792 2.2678 -0.16
H -1.1316 5.4264 3.3325 0.09
H -3.8048 -0.4171 0.4333 0.11
H -5.7000 0.8111 1.5321 0.11
H -5.2221 2.9290 2.7317 0.09
F 1.2367 -1.0331 2.4433 0.07
C 0.0355 -0.4754 2.1842 -0.61
F -0.0544 0.5792 3.0420 0.07
F -0.8849 -1.3458 2.6406 0.10
C 4.1343 -0.5118 2.3027 -0.06
C 3.4270 0.5981 1.5687 -0.25
O 3.1072 0.1401 0.2350 -0.21
P 1.8039 0.2326 -0.6515 0.65
O 2.1737 -0.7174 -1.8482 -0.22
C 2.2815 -2.1643 -1.7319 -0.23
C 3.7367 -2.5593 -1.7337 -0.06
O 1.8315 1.6494 -1.3510 -0.24
C 3.0060 2.1167 -2.0628 -0.23
C 3.7227 3.1688 -1.2533 -0.06
H 4.4455 -0.1596 3.2867 0.09
H 5.0238 -0.8159 1.7511 0.08
H 3.4898 -1.3751 2.4363 0.07
H 4.0932 1.4526 1.4328 0.11
H 2.5231 0.9557 2.0592 0.09
H 1.7383 -2.5447 -2.5954 0.13
H 1.7527 -2.4873 -0.8392 0.09
H 4.2323 -2.2285 -2.6462 0.08
H 3.8130 -3.6466 -1.6818 0.08
H 4.2616 -2.1377 -0.8771 0.07
H 2.6213 2.5244 -2.9976 0.13
H 3.6445 1.2661 -2.3032 0.12
H 3.0382 3.9682 -0.9731 0.06
H 4.5338 3.5957 -1.8450 0.08
H 4.1485 2.7458 -0.3450 0.06
O -0.0713 -2.0750 0.3476 -0.20
C -1.2917 -2.5418 0.3183 -0.57
O -2.2540 -1.7884 0.2343 -0.01
C -1.4260 -4.0221 0.4047 -0.12
C -0.3477 -4.8511 0.1141 -0.01
C -0.4883 -6.2264 0.2041 -0.08
C -1.7017 -6.7734 0.5983 -0.09
C -2.7770 -5.9470 0.8933 -0.08
C -2.6417 -4.5724 0.7907 -0.01
H 0.5915 -4.4072 -0.1855 0.11
H 0.3463 -6.8739 -0.0304 0.10
H -1.8096 -7.8478 0.6757 0.10
H -3.7218 -6.3764 1.1997 0.10
H -3.4676 -3.9080 1.0053 0.12
```

# 6
Computed, not measured: one molecule with the formula C2H3NOS, with wB97M-V/def2-TZVPD.

Summary:
* SMILES: CC(=O)N=S
* E_LUMO (spin up / spin down): -1.443 / -1.489 eV
* orbital gap (spin up / spin down): 0.2652 / 0.2634 Eh

```
8
Properties=species:S:1:pos:R:3:lowdin_charge:R:1
C -1.2328 -0.8286 -0.0563 -0.60
C 0.2548 -0.4788 -0.2140 0.01
N -2.3856 -0.0895 -0.4545 -0.45
O -1.5101 -1.9518 0.2688 0.06
S -3.6332 0.5448 0.1871 0.73
H 0.4365 0.6490 -0.3191 0.11
H 0.5527 -1.1635 0.5709 0.08
H 0.5578 -0.9028 -1.1468 0.07
```

The records above yield relative energy (zero: lowest compared OMol25 entry of this formula, charge and spin) values of 40.5; 30.1; 108.4; 35.6; 32.8; 54.7 kcal/mol, respectively.